ORCA calculation (wB97M-V/def2-TZVPD) on a 14-piece molecular cluster, C88H182N16O17 overall at a distorted geometry.

Element x y z (Å)
C  -8.1078  1.4943  -4.5409
N  -7.1325  0.3470  -4.5159
C  -6.8223  -0.2311  -3.3386
C  -5.9912  -1.3240  -3.2596
C  -5.4489  -1.8649  -4.4184
C  -5.6696  -1.1692  -5.6453
C  -6.5366  -0.0729  -5.6671
C  -4.7025  -3.1735  -4.3231
C  -3.4441  -3.3339  -4.9505
C  -2.9039  -4.5736  -4.8997
N  -3.5009  -5.6097  -4.2978
C  -4.6407  -5.4575  -3.6701
C  -5.3088  -4.2346  -3.6030
C  -2.8966  -6.9671  -4.4409
H  -8.8173  1.3484  -5.3585
H  -7.6188  2.4205  -4.6879
H  -8.6635  1.4260  -3.6312
H  -7.3444  0.2108  -2.5053
H  -5.8212  -1.8704  -2.3455
H  -5.1485  -1.5028  -6.5165
H  -6.7764  0.5084  -6.5251
H  -2.9726  -2.4932  -5.4960
H  -1.9640  -4.7334  -5.3715
H  -5.0146  -6.3299  -3.1519
H  -6.2757  -4.1269  -3.1119
H  -3.2505  -7.5350  -5.2837
H  -3.2223  -7.5526  -3.5977
H  -1.8460  -6.8540  -4.5881
C  -8.5118  -8.0209  4.0773
N  -7.9515  -6.6700  3.8103
C  -8.3758  -5.6167  4.5331
C  -7.7824  -4.4027  4.4729
C  -6.7107  -4.2132  3.6424
C  -6.2223  -5.3040  2.9495
C  -6.8724  -6.4935  3.0829
C  -6.0509  -2.8824  3.5442
C  -5.5476  -2.4221  2.3161
C  -5.1095  -1.0918  2.1999
N  -5.1672  -0.2701  3.2351
C  -5.6055  -0.6962  4.4200
C  -6.0508  -1.9635  4.6265
C  -4.8124  1.1627  2.9873
H  -8.1005  -8.7411  3.3838
H  -9.5722  -7.8466  4.1747
H  -8.1559  -8.3530  5.0829
H  -9.2541  -5.8259  5.1821
H  -8.2284  -3.6668  5.1085
H  -5.4022  -5.2507  2.2428
H  -6.5356  -7.3121  2.4532
H  -5.5262  -3.0909  1.4752
H  -4.7605  -0.6105  1.3015
H  -5.5948  0.0734  5.1831
H  -6.4345  -2.3086  5.5402
H  -5.3211  1.4570  2.0463
H  -3.7104  1.2335  2.8101
H  -5.0995  1.7516  3.8610
C  1.3717  2.2140  -2.5256
C  -0.0581  2.1699  -2.8535
C  -0.4262  3.3679  -3.7138
N  -1.8828  3.2628  -4.0038
C  -2.2813  1.9023  -4.4913
C  -2.6638  3.6999  -2.7736
C  -2.5777  5.1976  -2.7744
C  -2.3135  5.6468  -4.2520
C  -2.2447  4.3289  -5.0423
H  1.7498  1.2584  -2.2084
H  1.5819  3.0200  -1.8120
H  1.9600  2.4607  -3.4210
H  -0.6303  2.1984  -1.9005
H  -0.3098  1.2863  -3.4267
H  0.0806  3.2976  -4.6886
H  -0.2670  4.3390  -3.2575
H  -1.6865  1.7438  -5.3676
H  -3.3549  1.9626  -4.7086
H  -2.0700  1.0795  -3.8163
H  -3.6774  3.4920  -3.0432
H  -2.5053  3.0629  -1.9151
H  -3.4943  5.5924  -2.3240
H  -1.7685  5.6037  -2.1551
H  -3.1296  6.0956  -4.7441
H  -1.4394  6.2461  -4.3756
H  -3.1864  3.9655  -5.3839
H  -1.5774  4.2426  -5.9120
C  2.3246  -7.6735  -2.9777
C  3.0695  -7.2188  -4.1854
C  2.7888  -5.6608  -4.4556
N  3.5616  -5.1267  -5.5975
C  5.0067  -5.0359  -5.2728
C  3.1333  -3.7226  -5.9592
C  2.6987  -3.8028  -7.3723
C  3.6033  -4.8800  -7.9503
C  3.4765  -5.9408  -6.8651
H  1.3076  -7.9809  -3.2581
H  2.3151  -6.8899  -2.2240
H  2.7622  -8.5303  -2.4829
H  2.8875  -7.8029  -5.0690
H  4.1477  -7.2553  -3.9962
H  3.0225  -5.1386  -3.5386
H  1.7725  -5.5241  -4.7811
H  5.2718  -5.9659  -4.7678
H  5.1693  -4.1593  -4.6744
H  5.5372  -4.8225  -6.2209
H  3.9589  -3.0555  -5.7653
H  2.3030  -3.4640  -5.2921
H  2.7314  -2.8578  -7.8951
H  1.6514  -4.0414  -7.3460
H  4.6441  -4.5444  -8.0029
H  3.4080  -5.2471  -8.9465
H  4.2774  -6.6600  -6.9180
H  2.5317  -6.4683  -6.8714
C  7.0797  8.7979  3.1241
C  5.7727  8.6535  2.2220
C  4.5201  8.8006  3.1305
N  3.1830  8.9088  2.3344
C  3.1039  10.1590  1.5171
C  1.9859  8.8563  3.3649
C  1.2378  7.6210  2.9133
C  1.5107  7.4429  1.4446
C  3.0064  7.7883  1.4043
H  7.1566  9.7925  3.6089
H  7.9302  8.7350  2.4383
H  7.3011  7.9825  3.8372
H  5.7649  7.6743  1.7394
H  5.8019  9.5084  1.4918
H  4.5223  9.7549  3.6506
H  4.3734  7.9703  3.8062
H  3.2526  11.0996  2.0416
H  2.1887  10.1487  0.9229
H  3.9119  10.0832  0.7989
H  1.3806  9.7500  3.1758
H  2.3107  8.8489  4.3997
H  0.1654  7.6883  3.1288
H  1.6175  6.7401  3.4535
H  0.8087  8.1143  0.8550
H  1.4341  6.3739  1.1348
H  3.3044  7.9681  0.3705
H  3.6368  6.9697  1.7639
C  -4.5344  10.5038  -0.1162
C  -4.3290  9.4152  0.8773
N  -5.3752  9.4054  2.1457
C  -5.2936  10.7653  2.7488
C  -6.7723  9.0763  1.6354
C  -7.7021  8.6312  2.7652
C  -4.8009  8.4451  3.1282
C  -4.8074  6.9677  2.8079
O  -3.5473  6.5961  2.1139
C  -3.2527  5.1734  2.1993
H  -3.8162  10.4945  -0.9543
H  -4.3305  11.4189  0.4445
H  -5.5342  10.4650  -0.5543
H  -3.3524  9.5413  1.3996
H  -4.3012  8.4176  0.4400
H  -5.5937  11.4387  1.9632
H  -4.2583  10.9678  2.9872
H  -5.9348  10.8207  3.6343
H  -6.6864  8.2902  0.8491
H  -7.1267  9.9942  1.1774
H  -7.6015  9.2413  3.6740
H  -7.5337  7.6220  3.1109
H  -8.7332  8.7876  2.4473
H  -5.3718  8.6011  4.0349
H  -3.7884  8.7629  3.3539
H  -5.6621  6.6677  2.2051
H  -4.8873  6.3965  3.7301
H  -2.2699  4.9838  1.7604
H  -4.0360  4.5614  1.7402
H  -3.2697  4.9264  3.2970
C  4.7904  0.7408  3.2592
C  5.2553  0.4346  4.6940
N  4.5746  -0.8648  5.2608
C  5.0956  -1.0792  6.6715
C  3.0134  -0.7702  5.2674
C  2.5569  0.2819  6.2328
C  4.9635  -2.1802  4.4683
C  6.3656  -2.3897  3.8709
O  7.3816  -2.2236  4.8250
C  8.4366  -3.1491  4.7056
H  5.1312  1.6981  2.8181
H  3.7365  0.7076  3.0713
H  5.3036  0.0330  2.5812
H  5.0548  1.2009  5.3890
H  6.3435  0.2600  4.7052
H  4.9741  -0.1979  7.2518
H  6.1596  -1.3685  6.5825
H  4.5029  -1.8872  7.0805
H  2.6571  -1.7524  5.5291
H  2.6889  -0.5929  4.2456
H  3.0137  1.2725  5.9579
H  2.7489  0.1328  7.2733
H  1.4912  0.3888  6.1484
H  4.2358  -2.1783  3.6245
H  4.6675  -3.0017  5.1397
H  6.5889  -1.6769  3.0596
H  6.3535  -3.3756  3.4276
H  8.9083  -3.0804  3.7372
H  8.0846  -4.1467  4.9016
H  9.1561  -2.9482  5.4920
C  4.8290  -1.2042  -3.6131
C  5.1485  -0.6885  -2.1724
N  6.5617  -0.1563  -2.0068
C  6.7792  0.2529  -0.5378
C  7.7337  -1.1057  -2.3947
C  7.6757  -2.4318  -1.6182
C  6.7592  1.1242  -2.9629
C  7.7816  2.1223  -2.4704
O  9.0854  1.6184  -2.4492
C  10.0408  2.6883  -2.3778
H  4.7694  -0.4232  -4.3743
H  3.8114  -1.6397  -3.5367
H  5.5663  -1.9827  -3.8317
H  5.0451  -1.4852  -1.4541
H  4.5183  0.1459  -1.8438
H  7.7878  0.6572  -0.4896
H  6.6125  -0.6414  0.0717
H  6.0044  0.9985  -0.2681
H  8.6151  -0.5368  -2.0819
H  7.8198  -1.1760  -3.4804
H  6.7442  -2.9531  -1.7898
H  7.7434  -2.2134  -0.5643
H  8.4162  -3.1987  -1.9361
H  5.7640  1.5527  -2.9727
H  7.0653  0.6461  -3.8699
H  7.4047  2.4979  -1.4990
H  7.7003  2.9518  -3.1647
H  9.8695  3.3400  -1.5067
H  9.9722  3.2755  -3.2855
H  11.0347  2.2317  -2.2611
C  -0.2532  -3.5094  -1.9427
C  -0.4421  -3.1023  -0.5010
N  -0.5896  -1.5747  -0.3472
C  0.7654  -0.9577  -0.7295
C  -1.6459  -0.9087  -1.2598
C  -2.9680  -1.6471  -1.2593
C  -0.9346  -1.4402  1.1697
C  -1.1239  -0.0185  1.6702
O  0.1636  0.4902  1.4722
C  0.2359  1.9241  1.7038
H  0.4297  -2.8364  -2.4934
H  -1.2273  -3.6582  -2.4043
H  0.2397  -4.5156  -1.9571
H  0.4225  -3.3582  0.1366
H  -1.3683  -3.5236  -0.0958
H  0.8957  -1.3244  -1.7213
H  1.5397  -1.2450  -0.0068
H  0.6505  0.0816  -0.5854
H  -1.1889  -0.8936  -2.2670
H  -1.6682  0.1339  -0.9794
H  -2.8397  -2.6691  -1.6582
H  -3.6118  -1.1253  -1.9519
H  -3.3488  -1.5566  -0.2310
H  0.0558  -1.6773  1.5906
H  -1.7093  -2.1715  1.3859
H  -1.5201  0.0427  2.7094
H  -1.8964  0.4396  1.0762
H  0.2800  2.1609  2.7777
H  -0.6325  2.4076  1.2725
H  1.1506  2.3504  1.2405
C  -0.2864  -7.4940  0.7137
C  0.9027  -6.7548  1.3637
N  0.5515  -6.1034  2.7017
C  0.2254  -7.2280  3.7049
C  1.6944  -5.2168  3.2383
C  2.9702  -5.9997  3.3735
C  -0.6956  -5.2039  2.4579
C  -1.2621  -4.5337  3.6914
O  -0.6633  -3.2851  3.9946
C  -1.2656  -2.6405  5.1026
H  0.1421  -8.2448  0.0350
H  -0.9310  -6.8196  0.1460
H  -0.7986  -8.1355  1.3894
H  1.3059  -5.9764  0.7391
H  1.6678  -7.4899  1.5502
H  0.0607  -6.7984  4.7261
H  1.0425  -7.9371  3.7856
H  -0.6819  -7.6590  3.3370
H  1.4164  -4.8256  4.1836
H  1.8500  -4.4893  2.4362
H  3.8677  -5.3580  3.4553
H  3.1651  -6.5799  2.4827
H  3.1199  -6.6592  4.2111
H  -1.3882  -5.9288  2.0629
H  -0.5274  -4.5015  1.6589
H  -1.1580  -5.2111  4.5781
H  -2.3541  -4.4234  3.5392
H  -0.6657  -1.7584  5.3034
H  -1.3102  -3.2660  5.9997
H  -2.2939  -2.3376  4.8689
N  -3.9964  1.1550  -0.7914
O  -5.0108  0.5770  -0.3130
O  -3.7465  1.0437  -2.0266
O  -3.2795  1.7914  -0.0310
N  -3.8613  -4.3638  -0.0561
O  -3.3435  -4.3681  1.1263
O  -4.9220  -3.8112  -0.3421
O  -3.2165  -4.9035  -0.9765
N  -0.3952  -1.7282  -4.6555
O  -1.4346  -1.1094  -4.3682
O  -0.4594  -2.7566  -5.2976
O  0.6838  -1.2228  -4.3235
N  3.1752  -3.1688  -0.1762
O  2.9562  -3.0140  -1.3718
O  3.5046  -2.2000  0.4999
O  2.8804  -4.1805  0.3849

For the HOMO-LUMO gap, the calculation gives 6.6 eV. The value obtained for the highest occupied orbital energy is -20.5 eV. The calculation puts the max |F| at 4.280 eV/Å. Its spin multiplicity is 1. As for the charge: +8.